Formula: C2H4INO3S
Source: OMol25
Level of theory: wB97M-V/def2-TZVPD

Output
- Energy: -28705.6245 eV
- Structure (SMILES): [H]/N=C(\C)OS(=O)(=O)I
- Charge: 0
- E_LUMO: -0.415 eV
- Spin multiplicity: 1
- ΔE to the lowest compared entry with this formula, charge and spin: 2.1 kcal per mole
- Orbital gap: 9.74 eV

Structure (XYZ):
```
12
C2H4INO3S | OMol25 | wB97M-V/def2-TZVPD
H -0.62 2.15 0.69
N -0.01 1.34 0.40
C -0.45 0.33 -0.14
C -1.83 -0.01 -0.53
O 0.49 -0.65 -0.54
S 1.88 -0.40 0.42
O 2.75 0.60 -0.05
O 1.53 -0.54 1.82
I 2.79 -2.45 -0.28
H -2.57 0.85 -0.40
H -2.01 -0.39 -1.57
H -1.94 -0.81 0.18
```